No. 1
Density functional theory data (ωB97M-V/def2-TZVPD) for C24H29N3O5S in the gas phase at a distorted geometry.

Gap between HOMO and LUMO ... 9.2035 eV
Structure (SMILES) ... CCOc1ccc(CNC(=O)[C@H]2Cc3cc(S(=O)(=O)N4CCCC4)ccc3N2C(C)=O)cc1
Net charge ... 0
HOMO level ... -8.64 eV

Cartesian coordinates (Å):
C 4.680 -4.387 0.340
C 3.196 -4.435 -0.011
O 2.671 -3.164 -0.338
C 2.414 -2.256 0.644
C 2.490 -2.494 2.012
C 2.149 -1.497 2.910
C 1.744 -0.245 2.475
C 1.352 0.833 3.454
N 0.268 1.632 2.926
C 0.372 2.955 2.709
O 1.275 3.645 3.130
C -0.727 3.548 1.803
C -0.186 3.520 0.358
C -0.865 2.314 -0.216
C -0.607 1.621 -1.376
C -1.426 0.546 -1.691
S -1.055 -0.388 -3.171
O -2.227 -1.122 -3.561
O -0.450 0.490 -4.131
N 0.158 -1.400 -2.567
C 1.111 -1.842 -3.571
C 0.456 -3.058 -4.242
C -0.472 -3.631 -3.157
C -0.374 -2.624 -1.996
C -2.488 0.185 -0.886
C -2.748 0.869 0.294
C -1.916 1.925 0.626
N -1.934 2.731 1.770
C -2.862 2.669 2.779
C -2.631 3.629 3.919
O -3.796 1.899 2.746
C 1.687 -0.009 1.105
C 2.009 -0.996 0.200
H 4.851 -3.775 1.222
H 5.240 -3.958 -0.487
H 5.044 -5.392 0.530
H 2.617 -4.897 0.798
H 3.049 -5.028 -0.918
H 2.799 -3.453 2.399
H 2.203 -1.703 3.969
H 2.185 1.520 3.639
H 1.056 0.385 4.409
H -0.496 1.116 2.516
H -0.935 4.567 2.135
H 0.902 3.461 0.335
H -0.481 4.416 -0.193
H 0.192 1.889 -2.048
H 1.307 -1.020 -4.256
H 2.031 -2.127 -3.054
H 1.199 -3.779 -4.579
H -0.127 -2.728 -5.101
H -1.497 -3.679 -3.519
H -0.164 -4.625 -2.837
H -1.335 -2.416 -1.531
H 0.331 -2.967 -1.235
H -3.119 -0.632 -1.197
H -3.570 0.594 0.933
H -3.370 3.429 4.690
H -1.632 3.515 4.335
H -2.751 4.656 3.577
H 1.386 0.959 0.736
H 1.935 -0.815 -0.860

---

No. 2
Density functional theory data (ωB97M-V/def2-TZVPD) for a molecular structure, C15H20N5O2S2V at a distorted geometry.

Gap between HOMO and LUMO (alpha / beta) ... 5.1098 / 5.9419 eV
2S+1 ... 2
Net charge ... +3
HOMO level (alpha / beta) ... -16.98 / -16.99 eV
⟨S²⟩ ... 0.7952

Cartesian coordinates (Å):
V 8.657 8.905 8.051
N 12.167 8.480 7.767
C 11.328 7.587 7.257
N 9.990 7.621 7.318
C 9.347 6.638 6.493
C 10.230 5.974 5.696
S 11.917 6.393 6.161
C 7.825 6.531 6.569
C 6.977 5.512 6.151
S 5.367 5.754 6.631
C 5.823 7.272 7.428
N 7.140 7.566 7.253
N 4.878 8.179 7.773
H 11.738 9.284 8.254
H 13.174 8.333 7.678
H 10.053 5.173 4.953
H 7.249 4.715 5.494
H 4.020 7.839 8.182
H 5.217 9.114 8.066
O 9.036 8.779 9.802
N 8.900 8.699 11.141
C 8.488 9.777 11.905
C 8.586 9.648 13.298
C 8.808 8.371 13.862
C 9.041 7.278 13.038
C 9.090 7.456 11.664
H 8.181 10.703 11.426
H 8.468 10.567 13.897
H 8.783 8.203 14.940
H 8.970 6.277 13.472
H 9.275 6.624 10.974
C 7.479 12.260 6.245
C 8.772 11.972 7.052
C 10.053 12.054 6.183
C 8.835 12.525 8.517
O 8.618 10.390 7.049
H 7.463 13.217 5.668
H 6.569 12.389 6.849
H 7.240 11.375 5.638
H 10.089 12.948 5.605
H 10.041 11.202 5.500
H 10.962 12.020 6.808
H 9.019 13.603 8.429
H 9.676 12.071 9.073
H 7.929 12.363 9.118

---

No. 3
Density functional theory data (ωB97M-V/def2-TZVPD) for C3H5F3S in the gas phase at a distorted geometry.

Gap between HOMO and LUMO ... 10.8130 eV
Structure (SMILES) ... C[C@@](F)(S)C(F)F
Net charge ... 0
HOMO level ... -10.14 eV

Cartesian coordinates (Å):
C 0.949 -0.365 0.222
C -0.299 0.438 0.381
F -0.200 0.821 1.966
S -0.508 1.982 -0.461
C -1.610 -0.412 0.304
F -1.545 -1.429 1.227
F -2.646 0.343 0.730
H 1.295 -0.628 -0.788
H 1.708 0.340 0.751
H 0.784 -1.278 0.832
H -1.193 2.538 0.441
H -1.914 -0.811 -0.779

---

No. 4
Density functional theory data (ωB97M-V/def2-TZVPD) for C10H17N3O2 in the gas phase.

Gap between HOMO and LUMO ... 8.4687 eV
Structure (SMILES) ... CCN1CCN([C@@H]2CC(=O)NC2=O)CC1
Net charge ... 0
HOMO level ... -7.68 eV

Cartesian coordinates (Å):
C -3.963 -1.328 -0.116
C -3.596 -0.183 0.838
N -2.279 0.397 0.749
C -1.150 -0.395 1.178
C -0.452 -1.167 0.042
N -0.124 -0.341 -1.109
C 1.153 0.342 -1.103
C 2.305 -0.673 -1.156
C 2.924 -0.650 0.223
O 3.725 -1.406 0.698
N 2.412 0.458 0.868
C 1.468 1.165 0.155
O 1.007 2.222 0.493
C -1.285 0.416 -1.544
C -1.957 1.206 -0.408
H -3.302 -2.180 0.020
H -4.980 -1.652 0.093
H -3.917 -1.006 -1.153
H -4.309 0.634 0.690
H -3.713 -0.539 1.867
H -1.477 -1.098 1.947
H -0.427 0.293 1.636
H 0.453 -1.641 0.427
H -1.115 -1.957 -0.326
H 1.157 1.011 -1.969
H 3.070 -0.376 -1.875
H 1.964 -1.671 -1.426
H 2.733 0.746 1.783
H -0.988 1.097 -2.343
H -1.987 -0.314 -1.960
H -2.869 1.678 -0.777
H -1.271 1.993 -0.076

---

no.,E_tot (eV)
1,-50902.7244
2,-74755.1999
3,-22178.6704
4,-19211.5169